[1]
The following is a DFT calculation (the ωB97M-V functional and the def2-TZVPD basis) of a 11-piece molecular cluster, C60H116F18N5O14 overall.

Properties
LUMO = -0.60 eV
HOMO = -4.7 eV
Gap between HOMO and LUMO = 4.13 eV
Calculated total energy = -5480.1078 Eh
Energy above the lowest of the compared OMol25 structures with the same formula, charge and spin = 25.2 kcal/mol
Charge = -1
Spin multiplicity = 1

Element x y z (Å)
1 C -0.6847 -0.1812 -0.0658
2 C -1.4091 0.0913 -1.3512
3 O -1.5759 1.2003 -1.8748
4 N -1.9405 -1.0284 -1.9714
5 H -2.0202 -1.9554 -1.4725
6 H -2.8259 2.5977 -2.4654
7 C -2.5508 -0.9547 -3.2877
8 H -0.3906 -1.2345 -0.0485
9 H -1.4630 -0.1695 0.7113
10 H 0.0901 0.3917 0.3417
11 H -3.0468 -1.9239 -3.4241
12 H -1.7700 -0.7777 -3.9929
13 H -3.3383 -0.2217 -3.3837
14 C 7.5541 0.1450 3.3544
15 C 7.4069 -0.7748 2.1171
16 C 6.0455 -0.3478 1.5439
17 N 5.6300 -0.9028 0.1931
18 C 6.8408 -1.0259 -0.6456
19 C 4.4176 -0.1168 -0.3670
20 C 3.2901 -0.5804 0.4985
21 C 3.5707 -2.0649 0.8866
22 C 5.0495 -2.2659 0.4504
23 H 8.3908 -0.0370 4.0397
24 H 6.6936 0.0393 3.9659
25 H 7.6252 1.1905 3.0267
26 H 7.2966 -1.7863 2.4698
27 H 8.2305 -0.7634 1.4025
28 H 5.9466 0.7162 1.4659
29 H 5.2908 -0.7038 2.2563
30 H 7.4046 -1.8521 -0.1921
31 H 7.3379 -0.0761 -0.7611
32 H 6.4595 -1.3856 -1.6333
33 H 4.3570 -0.3723 -1.4161
34 H 4.5356 0.9517 -0.2743
35 H 2.3029 -0.4203 -0.0409
36 H 3.2332 0.1047 1.4008
37 H 2.9651 -2.7153 0.2153
38 H 3.4137 -2.4485 1.9016
39 H 5.0380 -2.7635 -0.5039
40 H 5.7408 -2.8307 1.0507
41 C -1.8331 -3.2028 4.6536
42 C -2.6187 -2.7154 3.4799
43 C -4.0757 -2.4957 3.7284
44 N -4.9560 -2.3610 2.4721
45 C -4.3969 -1.2531 1.6756
46 C -6.3929 -2.2082 2.8237
47 C -7.2812 -2.6742 1.6581
48 C -6.3561 -3.6755 0.9235
49 C -4.9822 -3.6285 1.7417
50 H -1.9565 -2.4682 5.4761
51 H -0.7528 -3.2739 4.4725
52 H -2.1987 -4.1718 5.0508
53 H -2.4136 -3.3384 2.6031
54 H -2.1512 -1.7706 3.1845
55 H -4.2310 -1.5326 4.2826
56 H -4.6228 -3.2617 4.3101
57 H -5.1194 -0.8574 0.9495
58 H -3.5376 -1.6639 1.1418
59 H -4.2195 -0.4964 2.4323
60 H -6.4917 -1.1714 3.0682
61 H -6.5744 -2.7496 3.7970
62 H -7.5653 -1.8805 0.9208
63 H -8.1622 -3.1806 2.0883
64 H -6.2054 -3.5325 -0.1326
65 H -6.7409 -4.6651 1.0854
66 H -4.0408 -3.6621 1.1876
67 H -5.0395 -4.5126 2.3658
68 C 1.1503 5.5515 -8.5486
69 C 1.0689 5.2439 -7.0338
70 C 0.6941 3.7239 -6.7298
71 N 1.2264 3.0814 -5.4885
72 C 2.6767 3.0148 -5.4918
73 C 0.8017 1.6727 -5.2826
74 C 1.0570 1.4445 -3.8474
75 C 0.7858 2.7143 -3.1267
76 C 0.6004 3.7281 -4.2632
77 H 1.8222 4.8853 -9.0543
78 H 1.6768 6.4732 -8.6842
79 H 0.1790 5.6438 -9.0356
80 H 0.3247 5.9514 -6.6153
81 H 2.0119 5.5115 -6.5503
82 H 1.0227 3.1561 -7.6128
83 H -0.4111 3.7470 -6.7289
84 H 3.0694 3.3222 -4.5038
85 H 3.0233 3.7098 -6.2016
86 H 3.0786 2.0495 -5.6900
87 H 1.3423 1.0014 -5.9693
88 H -0.2326 1.6498 -5.5339
89 H 2.0977 1.1898 -3.6586
90 H 0.5267 0.6081 -3.4021
91 H 1.5376 3.0327 -2.4057
92 H -0.1294 2.6453 -2.4754
93 H 0.9927 4.7180 -4.1500
94 H -0.4621 3.7420 -4.5022
95 C 1.4684 2.9309 0.3487
96 C 0.5788 3.6884 1.3536
97 C -0.0928 2.7610 2.3644
98 C -0.8152 3.3116 3.6257
99 C 0.2850 4.1063 4.4037
100 C 0.8056 5.2571 3.4395
101 N 1.3204 4.5365 2.3087
102 O 2.6473 4.5161 2.0755
103 C 2.0164 5.9475 4.0559
104 C -0.3203 6.2729 3.0474
105 C -0.4406 4.5736 0.4497
106 H 2.2347 2.4440 0.9921
107 H 1.9705 3.7092 -0.2692
108 H 0.9069 2.2192 -0.3024
109 H 0.7239 2.1086 2.6398
110 H -0.8429 2.1659 1.8111
111 H -1.2371 2.4411 4.1544
112 H -1.7103 3.9516 3.4578
113 H 1.0681 3.4079 4.7046
114 H -0.0419 4.5825 5.3700
115 H 1.9099 6.3423 5.1260
116 H 2.3358 6.8649 3.4731
117 H 2.8792 5.2891 4.0162
118 H -0.0010 6.9705 2.2328
119 H -0.5455 6.8456 4.0425
120 H -1.2789 5.7843 2.7961
121 H -0.0328 5.5273 0.1453
122 H -1.2670 4.7729 1.0943
123 H -0.7966 3.9426 -0.3202
124 C 4.4634 -5.6482 1.5687
125 O 3.3580 -5.1549 2.2295
126 O 5.4574 -4.7270 1.2528
127 C 5.2188 -6.6847 2.3394
128 F 6.3244 -7.0216 1.6590
129 F 5.5899 -6.2263 3.5603
130 F 4.5320 -7.8929 2.4567
131 C 2.3982 -6.1202 2.6871
132 C 1.2400 -5.2287 3.1265
133 H 1.6989 -4.4238 3.7512
134 H 0.8215 -4.7527 2.2722
135 H 0.5187 -5.7547 3.7391
136 H 2.7827 -6.6241 3.6226
137 H 2.1809 -6.8778 1.9222
138 H 4.0534 -6.0980 0.5833
139 C 3.8739 -0.9829 -6.3755
140 O 2.5540 -1.4500 -6.0175
141 O 3.9362 0.1626 -6.8266
142 C 4.6675 -1.1071 -5.0054
143 F 5.9652 -0.9923 -5.2444
144 F 4.5343 0.0392 -4.1455
145 F 4.5031 -2.1717 -4.2018
146 C 1.8210 -2.1636 -7.0348
147 C 0.3249 -2.1345 -6.5921
148 H 0.2912 -2.5947 -5.6276
149 H -0.1040 -1.1189 -6.4998
150 H -0.3426 -2.7334 -7.2192
151 H 2.1220 -3.2598 -7.0528
152 H 1.9227 -1.7774 -8.0227
153 H 4.3030 -2.0006 -6.8948
154 C -4.7274 2.6685 -2.8992
155 O -4.6529 1.4386 -2.3501
156 O -3.3721 3.1878 -2.9033
157 C -5.2174 2.5641 -4.4192
158 F -5.4256 3.8832 -4.9067
159 F -4.5023 1.9263 -5.3234
160 F -6.4268 2.0338 -4.3613
161 C -5.4018 1.0047 -1.2186
162 C -6.0360 -0.3837 -1.4676
163 H -7.0327 -0.3723 -1.1211
164 H -5.8464 -0.6079 -2.5251
165 H -5.5312 -1.1806 -0.8912
166 H -6.2608 1.6613 -1.0655
167 H -4.8449 1.1188 -0.3251
168 H -5.3817 3.5411 -2.6017
169 C -5.4607 1.5508 4.3237
170 O -6.4820 1.7980 3.2793
171 O -5.0529 0.3056 4.3872
172 C -4.2741 2.4453 3.8931
173 F -3.4136 1.7839 3.0843
174 F -4.3494 3.7159 3.2793
175 F -3.4967 2.6801 5.0441
176 C -7.7980 1.6250 3.7754
177 C -8.7032 1.1600 2.6393
178 H -9.7901 1.4446 2.6843
179 H -8.3352 1.6911 1.7668
180 H -8.5961 0.1051 2.5611
181 H -8.1505 2.6093 4.1163
182 H -7.8233 0.9514 4.6579
183 H -5.8660 2.0718 5.2729
184 C -2.2264 -4.5027 -0.5076
185 O -1.2514 -4.7392 -1.5097
186 O -2.1709 -3.2562 0.0538
187 C -3.5418 -4.9057 -1.1978
188 F -3.3215 -5.6633 -2.2840
189 F -4.3997 -5.4273 -0.4231
190 F -4.2032 -3.7796 -1.6953
191 C 0.0966 -4.4467 -1.1641
192 C 1.0108 -4.7353 -2.3334
193 H 0.8992 -3.8834 -3.0077
194 H 2.0381 -4.7597 -1.9316
195 H 0.7288 -5.6402 -2.8908
196 H 0.3827 -4.9308 -0.2212
197 H 0.0565 -3.3593 -0.9562
198 H -2.0918 -5.3012 0.2708
199 C 3.9738 2.0685 3.3925
200 O 4.1150 0.6601 3.8191
201 O 2.8029 2.6002 3.0479
202 C 4.7000 2.8463 4.3772
203 F 4.9647 4.1267 3.7749
204 F 3.8538 3.0392 5.4344
205 F 5.7960 2.4914 4.9652
206 C 3.0385 0.0490 4.5095
207 C 3.2063 -1.4636 4.5455
208 H 4.2307 -1.7379 4.4993
209 H 2.6837 -1.9675 5.4098
210 H 2.7536 -1.8891 3.6370
211 H 1.9631 0.3028 4.3240
212 H 3.0918 0.4279 5.5224
213 H 4.5761 2.0490 2.5324

These are the Mulliken partial charges, in e, on atoms 1 to 6: 1.02, 0.12, -0.34, 1.00, -0.58, 0.37

---

[2]
The following is a DFT calculation (the ωB97M-V functional and the def2-TZVPD basis) of C21H13AsAuOS4 as an isolated structure.

Properties
LUMO = 2.58 eV
HOMO = -3.7 eV
Gap between HOMO and LUMO = 6.30 eV
Calculated total energy = -4847.6222 Eh
Energy above the lowest of the compared OMol25 structures with the same formula, charge and spin = 14.7 kcal/mol
Charge = -1
Spin multiplicity = 1

Element x y z (Å)
1 Au -0.0283 -0.0729 -3.3613
2 O 0.9704 6.5388 -3.3046
3 C 0.8247 5.3396 -3.3763
4 S -0.5800 4.5544 -4.0911
5 C -0.0918 2.8806 -3.8249
6 C 1.1023 2.6992 -3.2162
7 S 1.9301 1.2173 -2.7636
8 S 1.9849 4.1609 -2.7793
9 S -1.2823 1.7065 -4.3754
10 C -0.4220 3.3473 1.0874
11 C -0.9962 3.1452 -0.1575
12 C -1.0394 1.8692 -0.7061
13 C -0.5000 0.7952 -0.0102
14 C 0.0648 0.9971 1.2451
15 C 0.1029 2.2701 1.7919
16 As -0.5286 -0.9767 -0.8336
17 C 1.0516 -1.7635 -0.0238
18 C 2.3659 -1.5863 -0.4288
19 C 3.3806 -2.2592 0.2374
20 C 3.0791 -3.1149 1.2917
21 C 1.7656 -3.2995 1.6930
22 C 0.7420 -2.6196 1.0384
23 C -0.6955 -2.6974 1.3727
24 C -1.2551 -3.4504 2.4012
25 C -2.6227 -3.4046 2.6243
26 C -3.4408 -2.6130 1.8258
27 C -2.8910 -1.8694 0.7907
28 C -1.5236 -1.9084 0.5689
29 H -0.3697 4.3451 1.5052
30 H -1.3897 3.9802 -0.7245
31 H -1.4614 1.7267 -1.6945
32 H 0.4933 0.1639 1.7911
33 H 0.5573 2.4250 2.7630
34 H 2.5936 -0.9137 -1.2463
35 H 4.4097 -2.1156 -0.0664
36 H 3.8755 -3.6400 1.8045
37 H 1.5429 -3.9681 2.5158
38 H -0.6284 -4.0685 3.0327
39 H -3.0551 -3.9874 3.4281
40 H -4.5072 -2.5780 2.0103
41 H -3.5283 -1.2551 0.1652

These are the natural (NBO) partial charges, in e, on atoms 1 to 6: 0.57, -0.61, 0.17, 0.30, -0.42, -0.42